ORCA calculation (ωB97M-V with the def2-TZVPD basis set) on a gas-phase ion, C20H12FN4O8S2 (charge -1) at a distorted geometry.

```
47
C20H12FN4O8S2 | OMol25 | ωB97M-V with the def2-TZVPD basis set
N 3.491 5.881 -0.612
C 2.837 4.919 -0.503
C 2.046 3.741 -0.372
C 0.804 3.499 -0.993
C -0.052 2.532 -0.481
N -1.456 2.834 -0.448
O -1.940 3.540 -1.357
O -2.126 2.442 0.525
C 0.357 1.423 0.480
C 1.709 1.745 1.011
N 2.230 1.239 2.180
O 1.976 0.328 2.942
O 3.479 2.050 2.380
N 3.564 3.065 1.451
C 2.473 2.846 0.646
H 0.473 4.145 -1.804
H -0.286 1.441 1.366
F 1.093 -0.842 0.391
C 0.221 0.100 -0.123
S 0.585 0.172 -2.030
C 0.475 -1.496 -2.702
C -0.538 -1.784 -3.613
C -0.718 -3.108 -4.018
C 0.140 -4.108 -3.546
C 1.199 -3.780 -2.688
C 1.394 -2.456 -2.295
O -0.502 0.883 -2.668
O 1.956 0.625 -2.121
S -1.542 -0.741 -0.034
C -1.848 -0.910 1.744
C -2.077 -2.200 2.219
C -2.074 -2.424 3.597
C -1.805 -1.371 4.479
C -1.667 -0.068 3.990
C -1.814 0.175 2.623
O -2.571 0.041 -0.667
O -1.299 -2.108 -0.453
H -1.194 -0.990 -3.961
H -1.548 -3.350 -4.686
H -0.020 -5.150 -3.837
H 1.871 -4.548 -2.300
H 2.218 -2.166 -1.646
H -2.222 -3.017 1.518
H -2.254 -3.432 3.967
H -1.705 -1.565 5.549
H -1.436 0.757 4.667
H -1.897 1.191 2.237
```

Values from the calculation:
- E: -2486.2698 a.u.
- Total charge: -1
- M: 519.468 g/mol